16
Properties=species:S:1:pos:R:3:forces:R:3 method="wB97M-V/def2-TZVPD" orbital_gap_ev=9.059 lumo_ev=-3.772 total_energy_ha=-610.9246 total_charge=+1 spin_multiplicity=1 relative_energy_ev=4.862
C 1.496135 1.409206 0.201832 1.56 -0.28 -0.93
C 1.668178 -0.197007 0.136727 -1.12 2.86 0.20
C 0.756522 0.612422 -0.686708 -4.89 -0.71 -0.82
C -1.218281 -0.013260 0.237728 0.33 2.49 -3.47
N -1.238615 -1.383533 -0.326871 0.18 0.08 1.03
S -2.837399 0.767528 -0.215415 1.52 -0.53 -0.73
H 1.036954 1.798447 1.024163 -1.38 0.18 2.60
H 2.076590 2.262038 -0.119358 0.92 -0.63 -0.81
H 2.407738 -0.660715 -0.438612 1.44 -0.84 0.12
H 1.184638 -0.521936 1.054385 0.80 -0.77 -0.27
H 0.614432 0.807276 -1.803949 0.28 -0.75 1.74
H -1.115626 -0.013816 1.283138 0.44 -0.12 1.25
H -0.607653 -1.880152 0.288236 0.13 -0.91 -0.11
H -2.193611 -1.795367 -0.304189 0.71 0.07 -0.40
H -0.778270 -1.306050 -1.226661 -0.47 -0.58 -0.51
H -3.064829 1.133388 1.008221 -0.43 0.42 1.11